The following is a quantum chemistry calculation of C24H33CoN7OPTe as an isolated structure at a distorted geometry, from OMol25.

```
! RIJCOSX wB97M-V def2-TZVPD def2/J DEFGRID3
* xyz 2 5
C -0.572 -4.246 -1.392
H 4.749 0.497 0.644
H -5.186 -0.347 -2.842
N -4.398 0.916 -1.317
C 1.570 -4.403 0.391
H 3.011 -6.726 0.352
C -0.407 -3.244 -0.400
H -2.436 0.207 2.064
N 0.812 4.843 0.392
Te -1.713 -1.472 -0.531
H -1.340 0.337 4.562
H -5.207 2.719 -0.695
H -0.548 6.396 -0.289
H -1.405 -3.153 -3.029
C 0.701 -3.281 0.469
H 4.615 2.124 -0.025
H 1.016 -0.081 -3.010
C -5.470 0.141 -1.870
H -5.336 1.241 0.447
C -0.917 0.735 3.617
C 1.081 -2.088 1.292
C 1.396 1.594 4.354
H 0.146 -6.057 -2.107
H -1.724 4.205 -1.577
C 0.503 1.482 2.030
C -0.833 4.234 -0.949
C -1.613 -4.088 -2.487
H 2.329 1.869 3.817
H -1.542 -4.977 -3.097
H -5.741 -0.663 -1.166
N -0.587 1.046 1.384
N 3.324 0.776 -0.850
H -3.027 0.388 -2.778
H -3.831 2.212 0.270
C -1.466 0.595 2.366
H 1.989 6.601 0.525
H -2.638 -3.971 -2.137
C 1.809 5.621 1.042
H 5.452 0.977 -1.031
H 1.120 2.364 5.081
H 3.821 -0.285 -2.658
P 1.945 2.309 1.087
C -3.195 1.042 -1.901
C 0.821 3.463 0.302
C -4.742 1.838 -0.229
H 1.600 0.674 4.933
C 4.633 1.081 -0.268
H 1.652 -7.676 -0.382
H 1.623 5.839 2.096
H -6.387 0.775 -2.082
N 0.368 1.243 3.362
H 1.497 -1.318 0.602
C 2.256 -6.735 -0.430
N 1.152 0.697 -1.049
H 2.754 5.093 0.940
C 1.362 -5.511 -0.471
N -0.156 3.099 -0.522
O -2.266 1.833 -1.551
Co -0.576 1.096 -0.569
C 3.004 0.153 -2.076
H 2.823 -6.829 -1.345
C -0.286 5.320 -0.313
C 2.118 1.122 -0.291
H 0.228 -1.673 1.887
C 1.673 0.177 -2.175
C 0.326 -5.287 -1.368
H 2.393 -4.447 1.033
H 1.874 -2.415 1.917
*
```

## Properties
Strongest force on any atom, eV/Å: 3.51
DFT total energy, hartree: -3384.5054
Lowest unoccupied orbital energy (alpha / beta), eV: -5.182 / -7.486
Frontier orbital gap (alpha / beta), eV: 7.9 / 5.7
Expectation value of S²: 6.015

These are the Mulliken partial charges, in e, on atoms 1 to 5: number 1, C, carries 1.11; number 2, H, carries 0.31; number 3, H, carries 0.30; number 4, N, carries 0.33; number 5, C, carries -1.11